# 1
DFT (ωB97M-V/def2-TZVPD) results for 9 unconnected molecules or ions with the total composition C33H66O15 in a non-equilibrium geometry.

## Properties
Total energy in a.u.: -2425.3896
Relative energy (zero: lowest compared OMol25 entry of this formula, charge and spin) in eV: 2.825
Charge: 0
SMILES: COC(=O)OC.COC(=O)OC.COC(=O)OC.C1CCOC1.C1CCOC1.C1CCOC1.C1CCOC1.C1CCOC1.C1CCOC1
Frontier orbital gap in eV: 10.01

Geometry (Å):
C (18.76821, 9.63517, 14.96850)
O (18.90131, 8.84922, 13.71038)
C (17.91091, 8.41837, 12.90602)
O (18.12840, 7.67814, 11.94774)
O (16.67317, 8.88326, 13.34652)
C (15.47486, 8.59356, 12.64500)
H (19.60041, 10.26658, 15.27974)
H (18.50750, 8.92348, 15.75184)
H (17.84309, 10.21102, 14.94318)
H (14.60733, 8.94720, 13.20216)
H (15.37909, 7.54208, 12.37422)
H (15.37750, 9.00712, 11.64122)
C (14.11945, 16.23230, 16.92437)
O (15.05784, 15.26158, 16.40457)
C (14.79550, 13.93774, 16.58053)
O (13.91247, 13.42712, 17.28112)
O (15.71518, 13.22074, 15.85612)
C (15.70319, 11.84358, 15.85888)
H (14.01252, 16.06642, 17.99635)
H (13.10598, 16.05054, 16.56666)
H (14.47514, 17.25571, 16.80510)
H (14.85125, 11.42728, 16.39646)
H (16.66613, 11.45290, 16.18782)
H (15.56493, 11.51786, 14.82790)
C (12.41179, 12.88900, 14.31690)
O (12.67625, 13.06486, 12.92528)
C (13.37940, 12.22912, 12.25090)
O (13.93169, 11.28646, 12.77280)
O (13.43737, 12.47564, 10.92504)
C (12.43288, 13.22616, 10.18814)
H (11.43836, 12.46106, 14.55644)
H (12.30994, 13.88260, 14.75338)
H (13.21365, 12.36858, 14.84060)
H (12.18040, 14.22118, 10.55464)
H (11.49545, 12.67122, 10.15138)
H (12.74375, 13.32370, 9.14798)
C (11.35788, 8.27779, 14.98022)
C (11.92149, 6.99298, 15.53692)
C (11.76167, 7.28924, 17.00642)
O (12.03256, 8.72040, 17.13746)
C (11.93446, 9.32400, 15.86768)
H (10.29476, 8.35460, 15.20822)
H (11.50689, 8.35296, 13.90308)
H (12.97073, 6.85758, 15.27452)
H (11.36399, 6.09552, 15.26882)
H (12.35123, 6.70122, 17.70980)
H (10.74101, 7.05222, 17.30672)
H (12.97809, 9.55338, 15.65248)
H (11.29631, 10.20713, 15.89808)
C (9.46177, 16.47478, 9.03584)
C (9.42269, 15.13014, 8.37190)
C (7.93384, 14.76512, 8.14266)
O (7.30897, 15.75690, 8.98128)
C (8.22515, 16.35160, 9.84320)
H (9.35788, 17.30290, 8.33477)
H (10.36261, 16.69948, 9.60690)
H (9.86852, 14.36866, 9.01182)
H (9.99697, 15.03498, 7.45036)
H (7.68615, 13.73060, 8.38040)
H (7.59429, 14.97610, 7.12860)
H (8.34412, 15.62280, 10.64492)
H (7.87554, 17.32078, 10.19898)
C (8.81398, 14.71998, 17.65351)
C (9.75096, 14.50962, 18.79742)
C (11.11913, 14.35482, 18.11062)
O (10.91678, 14.62136, 16.69812)
C (9.56635, 14.27310, 16.38674)
H (8.56474, 15.77938, 17.59320)
H (7.90042, 14.13004, 17.72759)
H (9.56718, 13.60248, 19.37308)
H (9.65087, 15.32210, 19.51712)
H (11.53140, 13.35690, 18.25993)
H (11.82688, 15.06672, 18.53534)
H (9.55508, 13.22242, 16.09686)
H (9.16290, 14.78830, 15.51502)
C (7.64283, 11.20244, 13.05006)
C (9.04689, 11.38274, 12.52664)
C (9.23181, 12.84702, 12.54084)
O (8.32874, 13.41008, 13.48276)
C (7.55120, 12.30910, 14.04738)
H (7.41126, 10.16959, 13.31028)
H (6.96156, 11.53180, 12.26554)
H (9.16163, 11.04620, 11.49626)
H (9.75925, 10.97466, 13.24366)
H (9.10500, 13.30128, 11.55816)
H (10.24173, 13.05564, 12.89388)
H (6.53347, 12.69144, 14.12564)
H (7.92516, 11.98206, 15.01760)
C (14.42376, 17.33790, 8.19216)
C (14.16161, 16.20976, 9.15580)
C (15.46510, 15.37350, 8.99070)
O (16.45194, 16.14450, 8.36842)
C (15.70969, 16.95876, 7.44960)
H (14.67495, 18.28658, 8.66654)
H (13.62475, 17.50870, 7.47070)
H (13.25858, 15.64684, 8.91964)
H (14.09367, 16.67224, 10.14048)
H (15.31915, 14.37854, 8.57014)
H (15.88503, 15.04890, 9.94274)
H (15.56916, 16.43207, 6.50570)
H (16.25595, 17.86478, 7.18722)
C (10.94223, 8.00114, 10.97352)
C (12.42242, 7.98708, 10.82616)
C (12.80454, 8.89284, 9.67820)
O (11.63161, 8.76268, 8.88018)
C (10.60306, 7.95360, 9.52427)
H (10.60397, 8.93245, 11.42778)
H (10.59529, 7.15364, 11.56468)
H (12.71496, 6.96672, 10.57838)
H (12.91045, 8.22456, 11.77142)
H (13.66957, 8.46942, 9.16778)
H (13.01235, 9.93276, 9.93016)
H (10.63235, 6.91390, 9.19828)
H (9.62509, 8.40220, 9.34982)



# 2
DFT (ωB97M-V/def2-TZVPD) results for a molecular structure, C20H48IN4O8PSi2 in a non-equilibrium geometry.

## Properties
Total energy in a.u.: -2829.8202
Charge: 0
Frontier orbital gap in eV: 8.46

Geometry (Å):
C (3.81497, -1.87440, -1.63340)
C (2.31326, -1.72872, -2.27841)
N (1.38662, -0.79374, -1.53077)
C (1.90137, 0.62390, -1.46547)
C (0.84412, 1.77814, -1.95295)
Si (-0.87044, 1.74382, -1.07949)
C (-0.81143, 1.56532, 0.83650)
C (0.06423, 2.70967, 1.61801)
N (1.01013, 2.07817, 2.65945)
N (-0.84738, 3.64031, 2.44537)
N (0.87722, 3.61987, 0.72431)
O (-1.71808, 0.30127, -1.70241)
Si (-3.45482, 0.58336, -1.77193)
O (-4.09041, 1.33205, -0.29211)
I (-3.97790, 1.82345, -3.85022)
P (-4.38258, -1.45459, -1.82963)
O (-5.55436, -1.57122, -0.53808)
O (-5.35461, -1.48805, -3.29917)
C (1.10548, -1.39761, -0.17760)
C (-0.11663, -2.53560, -0.09687)
O (1.75243, -1.16523, 0.96507)
H (4.26227, -2.93684, -1.91556)
H (4.49170, -1.04922, -2.14868)
H (3.86415, -1.72811, -0.47075)
H (1.80603, -2.80794, -2.22290)
H (2.31722, -1.45397, -3.43047)
H (2.81951, 0.67730, -2.22696)
H (2.32938, 0.95880, -0.42997)
H (1.34398, 2.84858, -1.78112)
H (0.67527, 1.70526, -3.13239)
H (-1.68585, 2.91370, -1.49729)
H (-0.50382, 0.46644, 1.13354)
H (-1.93534, 1.68947, 1.21931)
H (1.97767, 2.45712, 2.56411)
H (1.05763, 1.04229, 2.54163)
H (-0.87098, 4.54010, 1.88607)
H (-0.25394, 3.89082, 3.29273)
H (1.74267, 3.05774, 0.47755)
H (1.24317, 4.38636, 1.34023)
H (-3.80349, 0.68713, 0.44579)
H (-5.41818, -2.39589, 0.01689)
H (-6.03596, -2.22313, -3.25567)
H (0.07336, -3.19312, 0.88133)
H (-0.07348, -3.27650, -1.00663)
H (-1.17996, -2.05353, -0.01949)
C (-5.38255, -6.81586, -2.11852)
C (-5.19593, -6.78593, -0.62352)
C (-3.81151, -6.19019, -0.48892)
O (-3.62473, -5.31418, -1.60912)
C (-4.68157, -5.54653, -2.55058)
H (-6.42949, -6.85185, -2.43014)
H (-4.86875, -7.68838, -2.53929)
H (-5.93651, -6.11613, -0.17077)
H (-5.28647, -7.76641, -0.14920)
H (-3.03893, -6.96483, -0.53802)
H (-3.68501, -5.62971, 0.44185)
H (-5.35887, -4.68645, -2.51121)
H (-4.26713, -5.61845, -3.55991)
C (0.81534, 0.15092, 6.28371)
C (0.64231, -1.14517, 5.53474)
C (2.00140, -1.32482, 4.89423)
O (2.95848, -0.71404, 5.77063)
C (2.25112, 0.05695, 6.75167)
H (0.10684, 0.28160, 7.10557)
H (0.70142, 0.99600, 5.59436)
H (0.45245, -1.96021, 6.24307)
H (-0.17319, -1.12737, 4.80731)
H (2.05685, -0.81098, 3.92870)
H (2.25845, -2.37744, 4.74459)
H (2.32266, -0.47287, 7.70781)
H (2.72248, 1.03765, 6.85999)
C (4.04307, 5.99689, -3.70836)
C (4.28049, 6.53806, -2.32218)
C (3.36531, 5.67298, -1.48329)
O (3.28401, 4.39834, -2.13582)
C (3.85977, 4.51846, -3.44398)
H (4.85629, 6.20726, -4.40758)
H (3.11882, 6.42060, -4.11894)
H (5.32414, 6.36896, -2.03187)
H (4.06690, 7.60543, -2.22410)
H (2.35395, 6.09075, -1.43884)
H (3.73347, 5.54083, -0.46179)
H (4.82205, 3.99504, -3.43461)
H (3.20833, 4.03804, -4.17917)



# 3
DFT (ωB97M-V/def2-TZVPD) results for 18 unconnected molecules or ions with the total composition C4H34BO25 in a non-equilibrium geometry.

## Properties
Total energy in a.u.: -2078.9481
<S²>: 0.7532
Relative energy (zero: lowest compared OMol25 entry of this formula, charge and spin) in eV: 0.988
Charge: -2
Spin multiplicity: 2
Frontier orbital gap (alpha / beta) in eV: 3.01 / 6.92

Geometry (Å):
O (-2.34825, 2.17818, -0.82580)
C (-1.55393, 1.21037, -0.43975)
O (-0.33505, 1.40339, 0.06401)
B (0.32260, 0.10688, 0.28403)
O (-0.62626, -0.88842, -0.23799)
C (-1.79892, -0.32771, -0.54957)
O (-2.75099, -0.95196, -0.99749)
O (0.65394, -0.01500, 1.72724)
C (1.94467, 0.01513, 1.90797)
O (2.49503, -0.12271, 2.97480)
C (2.60521, -0.03244, 0.54811)
O (1.63364, 0.14138, -0.37612)
O (3.83597, -0.26607, 0.33159)
O (-4.49247, 3.52984, -0.05156)
H (-4.28743, 3.91324, 0.80119)
H (-3.79501, 2.89168, -0.20173)
O (-0.23809, -0.82998, 4.49239)
H (0.21156, -0.29279, 3.84010)
H (-0.95801, -0.27995, 4.80127)
O (1.60208, -2.69384, -1.24945)
H (0.74627, -2.29585, -1.09000)
H (1.43496, -3.63622, -1.23483)
O (1.00645, 0.65800, -3.24750)
H (1.46520, 0.10205, -2.61765)
H (0.23646, 0.14888, -3.50077)
O (-5.59042, -0.71419, -1.19961)
H (-5.58749, 0.09208, -0.68371)
H (-4.68021, -1.01013, -1.18757)
O (4.13909, -1.88022, -2.30840)
H (3.31765, -1.92841, -1.81935)
H (4.81060, -2.13394, -1.67521)
O (3.53622, -4.01140, 0.93800)
H (3.38719, -3.22501, 0.41300)
H (3.89253, -4.64901, 0.31935)
O (-1.51534, 3.41136, 2.16697)
H (-0.79616, 3.39182, 1.53561)
H (-1.88976, 4.28771, 2.07720)
O (-1.06065, -0.66327, -3.83691)
H (-1.11726, -0.98175, -4.73779)
H (-1.92951, -0.30587, -3.65367)
O (-2.19117, -2.17185, 2.51619)
H (-2.65499, -1.45041, 2.09121)
H (-1.84213, -1.79113, 3.32208)
O (3.65619, 1.32425, 4.85242)
H (3.39695, 2.24355, 4.78980)
H (3.39309, 0.94312, 4.01471)
O (3.01537, 2.77865, -0.00898)
H (2.80209, 3.38103, -0.72164)
H (3.21607, 1.95112, -0.44617)
O (-1.38979, -3.23106, -2.66441)
H (-0.61660, -3.52649, -3.14518)
H (-1.38043, -2.27839, -2.75696)
O (-2.05454, -3.91086, 0.27438)
H (-1.39351, -4.40157, -0.21394)
H (-2.54896, -3.44067, -0.39697)
O (-4.86039, 2.58414, -2.58631)
H (-5.00807, 2.86023, -1.68177)
H (-4.37172, 3.30643, -2.98095)
O (5.71197, 0.04138, 2.29465)
H (4.97928, 0.02755, 1.67885)
H (5.68027, -0.81325, 2.72459)
O (-0.66581, 4.38453, -0.65759)
H (0.13988, 4.37601, -1.17433)
H (-0.93916, 3.46781, -0.62410)



# 4
DFT (ωB97M-V/def2-TZVPD) results for C9H19NOS in the gas phase in a non-equilibrium geometry.

## Properties
Total energy in a.u.: -882.3837
Relative energy (zero: lowest compared OMol25 entry of this formula, charge and spin) in eV: 3.116
Charge: 0
SMILES: CC1(C)CCCC(C)(C)N1OS
Frontier orbital gap in eV: 9.58

Geometry (Å):
C (1.09796, -1.45437, 1.31104)
C (-0.11154, -0.48444, 1.11253)
C (-1.26154, -1.06865, 1.87193)
C (0.19236, 0.83966, 1.82717)
C (0.88306, 1.76069, 0.89185)
C (0.15238, 1.84656, -0.52357)
C (0.14814, 0.52672, -1.24342)
C (1.51917, 0.06624, -1.69505)
C (-0.78896, 0.71275, -2.47644)
N (-0.58959, -0.36312, -0.34351)
O (-0.68240, -1.69706, -0.86064)
S (-2.19369, -2.13667, -1.36772)
H (0.97858, -2.50200, 0.93440)
H (1.07746, -1.68024, 2.33962)
H (2.04410, -0.93715, 1.09524)
H (-1.43924, -2.04364, 1.36900)
H (-2.17154, -0.37358, 1.63174)
H (-1.07064, -1.15635, 2.92750)
H (0.79958, 0.78380, 2.78498)
H (-0.80275, 1.18411, 2.09660)
H (0.93684, 2.77749, 1.24855)
H (1.92810, 1.40369, 0.67770)
H (-0.88642, 2.16821, -0.31621)
H (0.76031, 2.57040, -0.98187)
H (1.49376, -1.01764, -1.70722)
H (2.26234, 0.41195, -1.01580)
H (1.76815, 0.45121, -2.69019)
H (-0.48404, 0.31440, -3.48907)
H (-0.98192, 1.75675, -2.67406)
H (-1.82395, 0.32779, -2.31670)
H (-2.75404, -2.98751, -0.41837)